[1]
A 12-piece molecular cluster, C5H36N2O12 overall in a non-equilibrium geometry, computed with wB97M-V/def2-TZVPD.

XYZ file:
```
55
Properties=species:S:1:pos:R:3:forces:R:3
C -2.8043 1.7209 0.9711 0.7521 -0.2257 -0.3227
C -1.7347 0.5369 0.7757 -1.2421 1.2239 -1.4706
C -2.2165 -0.3631 -0.3862 -0.9467 -2.0106 0.3655
C -1.2711 -1.4771 -0.8767 -0.9044 0.4897 -1.9079
O -1.7272 -2.8175 -0.7597 -0.3162 0.9120 0.6008
N -0.4334 1.0228 0.2975 1.6926 1.7920 1.0993
C 0.0817 2.1322 1.1518 1.9248 -0.0425 -1.4810
N 1.5718 2.3397 1.0659 -0.1274 -1.3752 1.0488
H -3.8571 1.4922 1.0271 -0.2912 -1.1855 0.4142
H -2.5197 2.1046 1.9569 -0.3218 0.9057 -0.4626
H -2.8997 2.4571 0.1246 1.1361 -0.3286 0.8512
H -1.5461 0.1331 1.8334 -0.4682 -0.0370 -2.0219
H -3.0850 -0.9905 -0.1358 -0.3590 0.7158 0.3244
H -2.5264 0.2335 -1.2380 -0.0532 0.5387 0.0968
H -0.4150 -1.2867 -0.3738 3.0273 -0.1405 1.9605
H -0.9190 -1.3340 -1.9107 -0.4345 -0.1122 0.1285
H -2.0010 -2.8429 0.1719 0.1268 -0.8826 -0.1749
H -0.2851 1.5089 -0.6249 -1.4430 -1.6523 0.6773
H -0.3427 3.0371 0.7541 -0.1332 0.7575 -0.0794
H -0.2640 2.1119 2.1565 0.0485 -0.5807 1.0087
H 2.1548 1.6665 1.6407 -1.3791 0.8893 -0.7210
H 1.9064 2.2213 0.1066 -0.3085 0.3003 0.2452
O -0.3967 2.7722 -3.5577 -1.8633 1.7430 0.6333
H -0.9666 3.5939 -3.2344 1.4923 -3.0025 -1.3609
H -0.9659 2.1138 -4.0444 0.3713 1.0868 0.9677
O 2.7468 -1.3615 2.9864 0.2420 2.3359 -2.1891
H 3.6405 -1.0670 2.7788 -0.0709 0.1282 -0.2642
H 2.8608 -1.9992 3.6141 0.5432 -2.8171 2.8294
O 4.7939 -0.3364 -0.2073 3.7693 -3.8441 -0.3246
H 4.0966 0.1679 -0.0507 -5.5616 3.0546 1.3993
H 5.3074 0.2934 -0.6613 1.7030 0.8198 -1.0672
O 0.2213 -2.3209 -4.8008 -1.6961 -1.1379 1.8500
H -0.2291 -2.7937 -4.0154 1.0703 1.0378 -1.8723
H 1.1389 -2.3172 -4.5434 0.5510 0.0415 0.0762
O -1.7206 0.1697 4.4247 -1.5025 3.2105 0.5670
H -0.9355 0.1336 3.9041 1.2240 -0.3692 -0.8146
H -1.9144 1.1877 4.4250 0.3795 -2.9275 0.1552
O 2.4159 3.8224 -1.4944 -2.5071 1.3124 -0.2162
H 1.4707 4.2382 -1.5509 2.7589 -1.2134 0.0677
H 2.4252 3.1092 -2.1496 -0.0941 0.0794 0.1238
O -1.9726 -0.1905 -3.8094 0.7617 -1.9925 -2.4846
H -2.0451 -0.8118 -3.0666 -0.0467 0.3043 -0.3041
H -1.6891 -0.8180 -4.6029 -0.7329 1.9900 2.4834
O 0.2765 -0.9491 2.1865 2.6459 -1.2390 2.1495
H 1.1060 -1.2804 2.7638 -2.6758 1.3559 -2.0607
H 0.7364 -0.4344 1.4992 -0.5128 -0.0266 -0.0755
O -1.6671 -3.5180 2.2209 -1.3458 2.3595 -0.3357
H -1.7156 -2.5493 2.4382 -1.0326 -0.5380 -0.9489
H -0.9293 -3.5515 2.7790 2.3694 -1.6736 1.2864
O 1.7550 -4.5066 2.1426 -0.3969 -0.9949 -0.3504
H 1.1408 -4.6131 1.4094 -0.1345 -0.8474 -0.2220
H 1.6943 -3.5746 2.1677 0.4503 1.9695 0.4752
O 1.6796 1.1695 -2.2163 -1.6713 2.2345 1.2644
H 1.8383 0.7802 -3.0450 0.3191 -0.9428 -1.7323
H 0.9360 1.8346 -2.4181 1.2137 -1.4487 0.1158
```
Positions in Å, forces in eV/Å.

Computed properties:
relative energy (zero: lowest compared OMol25 entry of this formula, charge and spin): 125.6 kcal per mole
E_HOMO: -9.013 eV
total charge: 0
orbital gap: 0.32787 Eh
SMILES string: C[C@@H](CCO)NCN.O.O.O.O.O.O.O.O.O.O.O
calculated total energy: -33316.117 eV



[2]
A 2-piece molecular cluster, C3H3BrF2 overall in a non-equilibrium geometry, computed with wB97M-V/def2-TZVPD.

XYZ file:
```
9
Properties=species:S:1:pos:R:3:forces:R:3
C 1.6835 0.0812 -0.3899 1.2835 -3.8014 0.9138
C 2.6089 -1.6456 0.3629 -2.4417 3.0964 -0.3917
C 0.2844 -0.1906 -0.0496 0.0590 2.5828 4.3943
F 3.7972 -1.7115 -0.0531 2.4639 -0.1082 -0.5225
F 2.0035 -2.7232 -0.0452 -0.6627 -0.7503 -0.1997
Br 2.6317 1.6000 -0.0140 -0.2668 0.4256 0.1848
H -0.3383 0.2988 -0.7091 -1.4782 0.7790 -1.9361
H 0.0680 -1.2072 0.0971 -0.1407 -1.3958 -0.4655
H -0.1145 0.3004 0.9888 1.1837 -0.8282 -1.9773
```
Positions in Å, forces in eV/Å.

Computed properties:
relative energy (zero: lowest compared OMol25 entry of this formula, charge and spin): 111.1 kcal per mole
E_HOMO (alpha / beta): -8.458 / -8.301 eV
total charge: 0
orbital gap (alpha / beta): 0.28243 / 0.27687 Eh
calculated total energy: -78631.535 eV



[3]
A 5-piece molecular cluster, C40H68ClN2O10P2 overall in a non-equilibrium geometry, computed with wB97M-V/def2-TZVPD.

XYZ file:
```
123
Properties=species:S:1:pos:R:3:forces:R:3
C 7.0244 -4.2447 1.5439 0.1543 0.0063 -0.3101
C 7.0582 -3.0440 0.5916 -0.1033 0.1074 0.5413
C 6.4150 -1.7903 1.1886 -0.5050 -0.5633 -0.5753
C 4.8904 -1.9373 1.4032 0.4100 0.5107 0.4923
C 4.0614 -0.9544 0.5763 0.0252 -0.2846 0.0700
C 3.7621 -1.4567 -0.8253 -0.6021 -0.3179 -0.1855
C 2.8136 -0.5210 -1.6009 0.2465 -0.5256 0.8557
C 1.3780 -0.7768 -1.1630 0.8605 0.5813 0.4196
O 0.7332 -1.6702 -2.0815 -0.0416 0.1762 -0.0510
C -0.5519 -1.9497 -1.8238 0.8928 0.2282 0.6754
O -1.4087 -1.8003 -2.6148 -1.1349 -0.1986 -0.9570
C -0.7943 -2.5738 -0.4650 0.0734 -0.2331 0.1247
C -0.5684 -3.9549 -0.4312 -0.2252 0.7194 0.5223
Cl -0.1482 -4.7553 -1.8849 -0.0291 -0.2463 0.0391
C -0.7087 -4.6446 0.7696 0.7921 -0.5965 -0.1292
P -0.5031 -6.4496 0.9856 -0.8777 -0.9310 -0.2017
C -0.0468 -6.6158 2.7611 0.5041 0.6301 -0.3405
C 1.0041 -7.0107 0.0668 0.1028 0.2184 0.0097
C 1.7930 -8.0919 0.8123 0.0533 0.3817 -0.2836
N -1.0736 -3.9252 1.8455 0.1542 0.4034 -0.5115
C -1.3070 -2.5925 1.8524 -0.1933 0.2524 0.1578
C -1.6266 -2.0438 3.1970 0.2038 -0.4719 -1.0231
C -0.7787 -1.0940 3.7550 -0.4656 -0.0173 0.5774
C -1.1372 -0.6188 5.0031 0.0571 -0.2359 -0.5287
C -2.3000 -1.1189 5.5805 -0.0830 0.2940 0.6540
N -3.1001 -2.0467 5.0681 0.2950 -0.2356 -0.7700
C -2.7496 -2.5181 3.8597 0.1551 0.7691 0.8876
C -1.2080 -1.8438 0.6737 -0.7171 -0.6771 -0.1786
P -1.5450 -0.0364 0.6573 0.8987 1.2364 0.4243
C -2.2206 0.4760 -0.9749 -0.3798 -0.4883 0.2462
C -2.9629 0.3185 1.7822 -0.1910 -0.7588 -0.1714
H 7.9127 -4.2785 2.1696 0.0356 0.0192 0.1306
H 6.9921 -5.1647 0.9646 0.0641 -0.1894 0.0900
H 6.1542 -4.2352 2.1973 -0.1085 0.0289 0.0286
H 6.5425 -3.3110 -0.3303 0.0116 0.1109 -0.1623
H 8.0901 -2.7927 0.3531 0.0893 -0.1794 -0.2321
H 6.5597 -0.9828 0.4723 0.2384 0.2683 0.1729
H 6.9036 -1.5536 2.1298 0.1362 0.2096 0.0319
H 4.6723 -1.7372 2.4534 -0.0238 -0.0965 0.1009
H 4.5825 -2.9688 1.2257 -0.1383 -0.0453 -0.1559
H 3.1294 -0.7767 1.1212 -0.1999 0.0652 -0.1584
H 4.5619 0.0133 0.5250 0.1035 0.0726 0.0368
H 4.6649 -1.6877 -1.3874 0.1802 0.2154 0.0115
H 3.2348 -2.4115 -0.7067 0.1298 -0.2020 -0.1231
H 2.9289 -0.6386 -2.6719 -0.0852 0.2776 -0.1462
H 3.0555 0.4896 -1.2811 0.0740 0.2747 -0.4831
H 0.8532 0.1726 -1.0717 -0.4208 -0.0424 -0.4106
H 1.4167 -1.1837 -0.1498 -0.2440 -0.3183 0.0314
H -0.8695 -6.3530 3.4204 -0.0772 -0.0249 0.0856
H 0.8476 -6.0336 2.9849 -0.0383 0.1525 0.2536
H 0.2146 -7.6496 2.9527 -0.1983 -0.1969 -0.0471
H 1.6365 -6.1717 -0.2101 0.1720 0.0323 0.0849
H 0.6416 -7.4433 -0.8605 -0.1834 0.0940 -0.1144
H 1.1349 -8.8228 1.2713 0.0412 -0.1529 0.1138
H 2.4140 -8.6062 0.0843 0.0477 -0.1349 -0.0148
H 2.4670 -7.6534 1.5423 -0.0884 -0.0771 0.2718
H -1.1593 -4.4158 2.7271 0.0890 0.1061 0.1126
H 0.0988 -0.7407 3.2348 0.0580 0.0166 -0.0941
H -0.5410 0.1263 5.5026 -0.0082 0.0682 0.1567
H -2.5899 -0.7195 6.5444 -0.1243 -0.0858 0.0767
H -3.4012 -3.2488 3.3983 -0.0995 -0.0741 -0.0118
H -1.4601 0.8597 -1.6433 0.1695 -0.1753 -0.1045
H -2.8006 -0.3133 -1.4383 -0.0539 0.0379 -0.2596
H -2.9006 1.2951 -0.7567 0.0185 0.1218 0.1116
H -3.5307 1.1443 1.3652 0.0741 0.1011 -0.1382
H -2.6122 0.6091 2.7632 0.0830 0.0206 0.1428
H -3.6454 -0.5240 1.8804 -0.1701 0.0262 0.0354
O 4.3535 1.1406 -4.3084 0.0210 -0.0056 0.0788
C 3.6588 1.2374 -5.2856 -0.0250 -0.2745 -0.0823
O 2.3933 1.6596 -5.1309 -0.0255 0.2427 0.1855
C 1.5201 1.9740 -6.2279 -0.2422 -0.1186 -0.1823
C 0.8108 0.7403 -6.7454 0.1407 -0.1249 0.0389
C 4.1417 0.8105 -6.6514 0.1014 0.4205 -0.1517
H 2.0593 2.5026 -7.0144 0.0591 -0.0349 0.0187
H 0.7914 2.6738 -5.8261 0.0748 0.0424 0.0641
H 1.5137 0.0084 -7.1456 -0.0019 0.0347 -0.0695
H 0.1094 1.0117 -7.5338 -0.0129 0.0214 0.0141
H 0.2615 0.2563 -5.9374 -0.0525 0.0499 -0.0005
H 3.9991 -0.2642 -6.7538 -0.0179 -0.0124 0.0064
H 5.2034 1.0338 -6.7197 0.0334 -0.1371 0.1135
H 3.6482 1.3181 -7.4762 -0.1066 -0.1137 0.0127
O -0.3002 4.8807 -5.8663 -0.0323 -0.1089 0.0567
C 0.0851 5.4242 -4.8637 0.1564 0.2995 -0.1327
O -0.8158 5.8311 -3.9589 -0.1805 -0.2612 0.0636
C -0.4578 6.3353 -2.6626 0.0460 0.1944 0.1821
C -0.1562 7.8144 -2.6983 0.2888 0.0655 -0.4426
C 1.5490 5.7360 -4.6495 0.0927 -0.3529 0.2557
H 0.3627 5.7544 -2.2370 0.0236 -0.0004 -0.0749
H -1.3288 6.1596 -2.0356 -0.0626 -0.0251 -0.0823
H 0.7030 8.0348 -3.3360 0.0202 -0.0734 0.0185
H 0.0521 8.1793 -1.6999 0.0007 -0.0024 0.0773
H -1.0084 8.3595 -3.1011 -0.0558 -0.0006 0.0965
H 1.7848 6.6710 -5.1553 -0.0155 0.0182 -0.0048
H 2.1357 4.9353 -5.0946 -0.0413 0.0590 -0.1487
H 1.8411 5.8094 -3.6053 -0.0316 0.1493 -0.0172
O -1.8923 8.2734 -0.4116 -0.0809 -0.0606 0.1652
C -1.6001 8.8611 0.5943 -0.3086 0.0054 0.1508
O -0.4835 8.4933 1.2523 0.2126 -0.0516 -0.1739
C 0.0594 9.2379 2.3488 -0.0081 0.0517 0.2404
C -0.5799 8.8499 3.6657 -0.1277 -0.0556 -0.0514
C -2.4900 9.9337 1.1753 0.2403 0.3467 -0.1442
H -0.0067 10.3093 2.1576 -0.0524 -0.0072 -0.0183
H 1.1182 8.9863 2.3641 -0.0078 -0.0550 -0.0988
H -1.6463 9.0752 3.6764 0.0143 0.0715 0.0180
H -0.1071 9.3854 4.4889 0.0140 -0.0012 -0.0036
H -0.4707 7.7787 3.8350 0.0629 0.0084 0.0106
H -3.2650 9.4587 1.7751 -0.0025 -0.0168 0.0101
H -2.9586 10.4662 0.3517 -0.1048 -0.1468 -0.0323
H -1.9667 10.6688 1.7815 -0.0309 -0.0956 0.1119
O -6.3959 -1.4878 2.3942 0.1759 -0.0531 -0.1852
C -6.6720 -2.6227 2.6781 -0.2956 0.0545 0.3700
O -7.0426 -3.4720 1.7039 0.2466 0.0923 -0.2839
C -7.2119 -4.8792 1.9072 -0.1886 -0.1868 0.0825
C -8.5973 -5.2141 2.4178 -0.0312 0.1271 0.0690
C -6.6913 -3.0888 4.1154 0.5109 -0.2433 0.0219
H -6.4272 -5.2734 2.5558 -0.0149 0.0472 0.0386
H -7.0634 -5.3256 0.9254 0.0292 0.1046 -0.0468
H -8.7846 -4.7676 3.3942 0.0347 -0.0551 0.0324
H -8.7194 -6.2937 2.5041 0.0055 -0.0038 -0.0165
H -9.3520 -4.8293 1.7327 0.0158 -0.0427 -0.0448
H -7.6505 -2.8361 4.5638 -0.0239 0.0073 -0.0300
H -5.8999 -2.5673 4.6512 -0.1222 0.1723 0.0099
H -6.5066 -4.1540 4.2375 -0.2013 -0.0226 0.0006
```
Positions in Å, forces in eV/Å.

Computed properties:
relative energy (zero: lowest compared OMol25 entry of this formula, charge and spin): 0.0 kcal per mole
E_HOMO: -10.795 eV
total charge: +1
orbital gap: 0.25878 Eh
calculated total energy: -97131.964 eV



[4]
C3H9NOS2 in the gas phase in a non-equilibrium geometry, computed with wB97M-V/def2-TZVPD.

XYZ file:
```
16
Properties=species:S:1:pos:R:3:forces:R:3
N -0.8915 -1.4498 -0.2393 0.7161 -0.0094 0.6535
C -0.6655 0.0030 -0.0470 0.3893 -0.1776 -0.9191
C -1.1421 0.4337 1.3461 -0.5104 0.5030 -0.7614
O -1.9513 1.6019 1.2892 0.1141 0.2428 0.1728
C 0.7906 0.4006 -0.3132 0.4997 -0.3177 0.7170
S 1.3410 -0.0804 -1.9748 -0.0746 0.1788 -0.0216
S 3.3910 0.1234 -1.6379 -0.1145 0.0533 -0.1617
H -0.6735 -1.9108 0.6456 -0.3213 0.0639 0.0419
H -0.1329 -1.8127 -0.8151 -0.2856 0.0647 -0.4190
H -1.2556 0.5224 -0.8114 -0.2371 0.0154 0.3113
H -1.7352 -0.3984 1.7072 0.0559 -0.1923 0.5575
H -0.3241 0.7048 2.0142 0.0763 -0.3953 -0.0020
H -2.8641 1.3541 1.1314 -0.0476 -0.0735 -0.1035
H 1.4376 -0.1238 0.4069 -0.0997 0.0552 -0.1530
H 0.9723 1.4670 -0.1845 -0.2708 0.0996 0.0095
H 3.7035 -0.8349 -2.5174 0.1102 -0.1108 0.0777
```
Positions in Å, forces in eV/Å.

Computed properties:
relative energy (zero: lowest compared OMol25 entry of this formula, charge and spin): 23.0 kcal per mole
E_HOMO: -8.499 eV
total charge: 0
orbital gap: 0.32855 Eh
SMILES string: N[C@@H](CO)CSS
calculated total energy: -28464.442 eV



[5]
C3H6N2O in the gas phase in a non-equilibrium geometry, computed with wB97M-V/def2-TZVPD.

XYZ file:
```
12
Properties=species:S:1:pos:R:3:forces:R:3
O -1.8775 0.2503 1.3445 -0.5910 -0.0996 0.3785
N -0.8372 -0.5571 1.0017 -0.7008 -0.0022 0.0344
C -0.3323 -0.1467 -0.1547 -0.6488 -0.4785 -0.6731
C 1.0351 -0.6544 -0.2937 -0.0967 -0.3054 -0.4806
N 1.6484 0.2937 0.5755 2.4432 -0.4897 -0.2303
C -0.7598 0.8457 -0.9813 -0.6294 -0.0464 -0.1786
H -2.2566 -0.1915 2.1137 -0.0009 0.1276 0.0214
H 1.4219 -0.6096 -1.3298 -0.0831 0.1279 0.2487
H 1.2141 -1.7004 0.0353 -0.3338 0.4168 0.0814
H 2.6266 0.0461 0.3783 0.5510 0.6870 0.7162
H -0.1574 1.1058 -1.8431 -0.1119 0.0105 0.0695
H -1.7253 1.3181 -0.8464 0.2022 0.0520 0.0126
```
Positions in Å, forces in eV/Å.

Computed properties:
relative energy (zero: lowest compared OMol25 entry of this formula, charge and spin): 140.8 kcal per mole
E_HOMO (alpha / beta): -9.735 / -8.409 eV
total charge: 0
orbital gap (alpha / beta): 0.33845 / 0.29793 Eh
calculated total energy: -8230.594 eV